# 1
78
Properties=species:S:1:pos:R:3:forces:R:3 method="wB97M-V/def2-TZVPD" total_charge=-2 relative_energy_kj_mol=96.8 orbital_gap_ev=6.901 lumo_ha=0.1494
Hg -0.5345 0.5681 1.2795 0.7 0.0 -0.8
O 1.5339 -0.8645 4.3281 -0.1 0.1 0.1
P 0.0028 -0.2802 4.4188 0.2 -0.3 0.2
O -0.4753 -0.3948 5.8108 0.0 0.1 0.1
O -0.7552 -0.9042 3.2828 0.1 0.0 0.3
O 0.3811 1.2798 4.0378 -0.7 0.0 0.0
P -0.7604 2.4196 3.7112 0.5 0.3 0.3
O 0.1897 3.5188 2.9761 -0.1 -0.4 -0.1
O -1.3328 2.9991 4.9313 -0.1 0.1 0.0
O -1.6767 1.8225 2.6518 -0.1 0.1 -0.1
H 1.9979 -0.4930 5.0912 0.0 -0.2 -0.2
H 0.3076 3.2747 2.0426 -0.1 0.2 0.0
N -3.4272 -1.1664 1.9857 0.0 0.2 -0.2
C -3.7666 -2.1405 1.1264 -0.3 0.0 0.0
C -4.8761 -2.9571 1.3297 0.1 0.1 0.1
C -5.2426 -3.9371 0.4041 0.1 -0.1 -0.2
C -4.5296 -4.1337 -0.7506 -0.2 -0.1 0.0
C -3.4167 -3.3083 -1.0240 0.1 0.2 0.2
C -2.6650 -3.4064 -2.2168 0.1 0.1 0.0
C -1.6350 -2.5385 -2.4421 -0.1 -0.2 -0.1
C -1.3239 -1.5855 -1.4539 0.0 0.2 0.1
N -1.9631 -1.4956 -0.3188 -0.1 0.0 0.2
C -3.0180 -2.3117 -0.0937 -0.1 -0.3 -0.2
H -3.7658 -1.1537 2.9291 0.0 -0.1 0.0
H -2.5947 -0.6278 1.8170 -0.1 -0.2 0.2
H -5.4693 -2.8152 2.2255 0.0 0.0 0.0
H -6.1200 -4.5430 0.6010 0.0 0.0 0.0
H -4.8063 -4.9049 -1.4604 0.0 0.0 0.0
H -2.9320 -4.1644 -2.9454 0.0 0.0 0.0
H -1.0513 -2.5728 -3.3528 0.0 0.0 0.0
H -0.5245 -0.8715 -1.6167 0.0 0.0 0.0
Cl -3.9012 4.9868 -4.5043 -0.1 0.1 -0.1
C -3.4092 3.9510 -3.1781 0.0 0.1 -0.1
C -4.3594 3.0982 -2.5868 0.2 0.0 0.0
C -3.9793 2.2634 -1.5812 -0.1 0.0 0.0
C -2.6238 2.1970 -1.0731 0.1 0.1 -0.2
O -2.3308 1.3029 -0.2468 0.2 0.2 0.1
C -1.7164 3.1904 -1.6302 -0.4 -0.4 0.1
C -0.4138 3.4758 -1.1043 0.4 0.2 0.2
O 0.1274 3.0597 -0.0885 -0.1 -0.1 0.0
C -2.1323 4.0007 -2.7061 0.0 -0.1 0.1
H -5.3818 3.1185 -2.9435 0.0 0.0 0.0
H -4.6984 1.5973 -1.1206 0.0 0.0 0.0
H 0.1358 4.2371 -1.7040 0.0 0.0 0.0
H -1.4196 4.6898 -3.1461 0.0 0.0 0.0
C 1.3888 -2.6515 1.5065 -0.2 0.3 0.0
Ge 1.5548 -0.7643 0.9121 0.6 -0.4 -0.5
C 3.2421 -0.0778 1.7411 -0.4 0.1 0.0
C 3.3485 1.2378 2.1865 -0.1 0.0 0.0
C 4.4773 1.6810 2.8611 0.1 0.0 0.0
C 5.5333 0.8106 3.0956 -0.1 0.0 0.0
C 5.4471 -0.5021 2.6525 0.1 0.0 0.0
C 4.3108 -0.9361 1.9845 -0.1 -0.1 -0.2
C 2.0674 -1.0256 -1.0351 -0.3 0.1 0.1
C 1.8721 -2.2565 -1.6154 0.1 0.0 0.3
C 2.0265 -2.4769 -2.9986 0.1 0.1 -0.2
C 2.3611 -1.4450 -3.8280 0.0 -0.2 0.0
C 2.5679 -0.1498 -3.2989 0.0 0.1 0.2
C 2.8984 0.9444 -4.1328 0.0 0.1 -0.1
C 3.1217 2.1859 -3.6067 0.0 -0.1 -0.1
C 3.0179 2.3900 -2.2177 0.0 0.0 0.1
C 2.6722 1.3570 -1.3927 0.0 0.0 0.0
C 2.4346 0.0554 -1.8962 0.1 0.0 -0.2
H 2.2455 -3.2643 1.2165 0.0 0.1 -0.1
H 0.4771 -3.0871 1.0930 0.0 0.0 0.0
H 1.2883 -2.6557 2.5874 0.0 0.1 0.1
H 2.5236 1.9270 2.0350 0.0 0.0 0.1
H 4.5333 2.7011 3.2228 -0.1 0.0 0.0
H 6.4079 1.1495 3.6396 0.0 0.0 0.0
H 6.2636 -1.1903 2.8446 0.0 0.0 0.0
H 4.2512 -1.9630 1.6390 0.0 0.0 0.1
H 1.5694 -3.0942 -0.9975 0.0 0.0 0.0
H 1.8656 -3.4707 -3.4028 0.0 0.0 0.0
H 2.4824 -1.6046 -4.8945 0.0 0.0 0.0
H 2.9637 0.7807 -5.2035 0.0 0.0 0.0
H 3.3752 3.0175 -4.2539 0.0 0.0 0.0
H 3.1996 3.3743 -1.8037 0.0 0.0 0.0
H 2.5636 1.5230 -0.3319 0.0 0.1 0.0

***

# 2
75
Properties=species:S:1:pos:R:3:forces:R:3 method="wB97M-V/def2-TZVPD" total_charge=-1 orbital_gap_ev=4.288 lumo_ha=0.0809
C -2.2237 -4.5926 1.4526 0.1 0.0 -0.1
C -0.8928 -3.8705 1.6460 0.0 0.1 0.2
C -0.9391 -2.8345 2.7749 -0.1 -0.1 0.0
C 0.3666 -2.0377 2.9426 0.1 0.5 0.0
Sn 0.1401 0.1054 2.6324 -0.2 0.1 -0.5
C -1.2792 0.8325 4.1026 0.3 0.0 -0.1
C -2.6598 0.1728 4.0632 -0.1 0.0 0.0
C -3.6824 0.7593 5.0525 0.2 -0.1 -0.2
C -3.9557 2.2484 4.8676 -0.1 0.0 0.1
C 2.0609 1.0632 2.9085 -0.3 -0.2 0.0
C 3.1749 0.0683 3.2578 0.0 0.1 0.0
C 4.5441 0.7217 3.4724 -0.2 -0.2 -0.1
C 5.6243 -0.2989 3.8133 0.0 0.1 0.0
C -0.5962 0.4703 0.5775 0.1 -0.4 0.8
C -0.7906 1.9075 0.2237 1.2 0.7 -0.7
C -2.0768 2.5715 0.6434 -0.4 0.2 0.0
C 0.1573 2.6171 -0.4404 -0.6 -0.5 1.6
H -2.1389 -5.3248 0.6461 -0.1 0.0 0.0
H -2.5213 -5.1232 2.3624 0.0 0.1 -0.1
H -3.0220 -3.8915 1.1888 0.1 -0.1 0.0
H -0.1081 -4.6013 1.8748 0.0 0.1 0.0
H -0.5998 -3.3811 0.7089 0.0 0.0 0.1
H -1.7937 -2.1585 2.6051 0.1 -0.3 -0.1
H -1.1637 -3.3546 3.7211 0.0 0.1 -0.2
H 0.7527 -2.1264 3.9664 0.1 -0.1 -0.3
H 1.1507 -2.3516 2.2405 -0.2 -0.2 0.2
H -0.7875 0.6611 5.0711 -0.2 0.2 0.0
H -1.3282 1.9154 3.9307 -0.1 -0.2 0.1
H -3.0811 0.2307 3.0465 0.1 0.0 0.2
H -2.5546 -0.8988 4.2909 0.0 0.2 -0.1
H -4.6198 0.2016 4.9411 0.1 0.0 0.1
H -3.3269 0.5796 6.0735 0.0 0.0 0.0
H -4.7235 2.5762 5.5735 0.0 0.0 0.0
H -3.0600 2.8497 5.0499 -0.1 -0.1 -0.1
H -4.3207 2.4721 3.8594 0.1 -0.1 0.1
H 2.2637 1.5960 1.9702 0.1 0.0 0.3
H 1.9110 1.7990 3.7097 0.2 0.0 -0.2
H 2.9052 -0.4869 4.1703 0.1 0.0 -0.2
H 3.2661 -0.6838 2.4586 0.0 0.1 0.1
H 4.8197 1.2686 2.5644 0.0 0.0 0.1
H 4.4613 1.4608 4.2765 0.0 0.0 -0.1
H 6.5858 0.2007 3.9467 0.0 -0.1 0.0
H 5.3868 -0.8297 4.7403 0.0 0.0 -0.1
H 5.7340 -1.0383 3.0142 0.0 0.0 0.1
H 0.1675 -0.0264 -0.0343 -0.4 0.1 -0.1
H -1.5385 -0.0930 0.5846 0.2 0.0 -0.4
H -2.8125 1.8410 1.0055 0.1 0.1 0.0
H -1.9250 3.3175 1.4428 0.0 -0.3 -0.2
H -2.5317 3.1028 -0.2078 0.2 -0.2 0.2
H 0.0233 3.6898 -0.5924 0.1 -0.4 -0.2
H 1.1338 2.1749 -0.6509 -0.3 0.2 -0.2
F 3.6280 6.7885 -4.0035 -0.1 -0.5 0.1
C 3.3842 5.4633 -3.7122 -0.2 -0.4 0.0
C 4.4741 4.6394 -3.4431 0.0 0.3 -0.1
C 4.2081 3.2841 -3.1911 -0.5 0.0 0.0
C 2.9101 2.8040 -3.1739 0.5 0.3 0.2
C 1.7841 3.6667 -3.3659 -0.8 -0.3 0.2
C 0.4931 3.0919 -3.1734 0.4 0.3 -1.2
C -0.7851 3.5833 -3.5785 0.4 -0.4 0.3
C -1.8666 2.6450 -3.5484 -0.3 0.4 0.0
C -3.1701 3.0285 -3.8159 0.3 0.2 0.0
C -3.4619 4.3620 -4.1501 -0.1 0.2 -0.1
C -2.4154 5.2885 -4.2443 -0.1 -0.4 0.1
C -1.0991 4.9140 -3.9836 -0.4 -0.1 0.0
C 2.0661 5.0274 -3.7080 0.6 0.1 0.1
H 5.4844 5.0380 -3.4524 -0.2 0.0 0.0
H 5.0381 2.6059 -2.9996 -0.1 0.1 -0.1
H 2.7189 1.7436 -2.9955 0.1 0.3 0.0
H 0.5127 2.0343 -2.9111 0.0 0.2 -0.1
H -1.6368 1.6071 -3.2963 -0.1 0.3 0.0
H -3.9719 2.2901 -3.7658 0.1 0.2 0.0
H -4.4896 4.6691 -4.3496 0.2 -0.1 0.0
H -2.6275 6.3241 -4.5256 0.0 -0.3 0.1
H -0.3217 5.6599 -4.0828 -0.4 -0.2 0.1
H 1.2830 5.7382 -3.9431 0.5 -0.2 0.2

***

# 3
12
Properties=species:S:1:pos:R:3:forces:R:3 method="wB97M-V/def2-TZVPD" total_charge=+3 multiplicity=3 s2=2.01 relative_energy_kj_mol=85.5 orbital_gap_ev="8.531 / 3.560" lumo_ha="-0.5423 / -0.7008"
C -0.4655 2.0953 -0.2811 -0.4 0.2 -0.1
C 0.5712 1.1693 0.2541 0.5 0.5 0.0
O 0.0733 -0.0014 0.6745 -0.1 -0.3 -0.2
O -0.2694 3.2470 -0.7263 0.0 0.0 0.0
H -1.5343 1.8333 -0.3401 0.2 0.1 0.0
H 1.1398 1.6888 1.0624 0.0 -0.1 -0.1
H 1.3592 1.0171 -0.5221 0.0 0.1 0.2
F 1.0766 3.5991 -0.6721 0.0 -0.1 0.0
C 0.2639 -2.5652 -1.1543 1.1 1.2 -1.5
O -0.3622 -3.1815 -0.4112 -0.3 -0.8 0.6
Ag -0.6139 -5.2289 1.6305 0.1 -1.0 0.7
O -1.2387 -3.6729 0.4859 -1.0 0.1 0.4